Record 1
# C4H11N2O

A gas-phase ion, C4H11N2O (charge +1) in a non-equilibrium geometry (ωB97M-V/def2-TZVPD, the Open Molecules 2025 dataset).

```
18
Properties=species:S:1:pos:R:3:forces:R:3:lowdin_spin:R:1
C 2.8876 -0.1258 -0.0859 3.37 0.40 1.94 0.698
C -0.7580 -1.0317 0.8443 1.10 0.84 0.89 0.007
C -1.6224 0.8077 -0.6494 0.17 1.37 1.20 0.002
C 0.6825 0.4974 -0.4024 -0.60 -1.57 -0.55 0.095
N 1.7666 -0.4219 -0.6221 -3.26 1.67 -0.39 0.936
N -0.5915 -0.2727 -0.4108 -2.06 0.53 -2.69 0.013
O 0.6797 1.2570 0.7115 1.79 -1.17 2.41 0.038
H 3.7958 -0.6352 -0.2197 1.00 -0.80 -0.09 0.072
H 2.9808 0.9049 0.2934 0.10 -0.02 -0.59 0.110
H -0.8028 -0.3751 1.8064 -0.71 -1.04 -2.16 0.000
H -1.5174 -1.7456 0.6442 -0.85 -0.49 0.62 0.000
H 0.1997 -1.5047 0.8857 0.47 -1.04 0.53 0.004
H -1.3631 1.7397 -0.0733 -0.37 -1.34 -0.16 0.000
H -1.5343 1.1003 -1.6442 0.33 0.37 -1.93 0.001
H -2.6615 0.5781 -0.5429 -0.36 -0.88 0.68 0.000
H 0.5587 1.1885 -1.1751 0.30 1.01 -1.78 0.011
H -0.6090 -0.8635 -1.3570 0.13 0.89 2.90 0.003
H 1.0825 0.6924 1.4418 -0.56 1.25 -0.82 0.009
```
Positions in Å, forces in eV/Å.

The calculation puts the frontier orbital gap (spin up / spin down) at 7.215 / 8.291 eV. The calculation puts the HOMO energy (spin up / spin down) at -10.496 / -15.727 eV. The LUMO energy (spin up / spin down) comes out at -3.280 / -7.436 eV. As for the expectation value of S²: 2.006. The molar mass is 103.14 g/mol. The net charge is +1. The max |F| comes out at 0.076 Eh/bohr. As for the spin multiplicity: 3.

Record 2
# C6H8N

A molecular structure, C6H8N in a non-equilibrium geometry (ωB97M-V/def2-TZVPD, the Open Molecules 2025 dataset).

```
15
Properties=species:S:1:pos:R:3:forces:R:3:mulliken_charge:R:1
C 1.6749 1.4398 -0.2912 0.11 0.68 -0.16 0.243
C 1.6112 0.1293 0.0661 0.59 -1.57 -1.32 -0.620
C 0.7388 2.3466 -0.4207 -0.91 -1.23 0.65 -0.600
C -0.3344 1.3615 -0.6105 3.29 -1.20 1.43 -0.390
C 0.2361 0.0707 -0.4201 1.84 -1.96 1.25 0.329
C -0.9115 -1.3313 1.1102 0.04 -0.99 -0.56 -1.032
N -0.5740 -1.2165 -0.3018 1.73 0.89 -0.43 -0.085
H 0.6334 3.2964 -0.7714 0.05 2.39 -0.70 0.448
H -0.9477 1.5455 -1.4115 -1.97 0.53 -1.62 0.357
H 2.5855 -0.5218 0.2237 -2.82 1.03 0.16 0.325
H -0.1006 -1.5626 1.7063 1.85 -0.11 1.02 0.379
H -1.3455 -0.4328 1.3111 -0.83 2.57 1.18 0.442
H -1.6413 -2.0365 1.2808 -1.64 -1.98 0.04 0.440
H -1.4383 -1.0133 -0.7287 -1.37 0.08 -1.27 0.380
H -0.1867 -2.0751 -0.7425 0.04 0.84 0.32 0.385
```
Positions in Å, forces in eV/Å.

The calculation puts the frontier orbital gap (spin up / spin down) at 8.033 / 8.031 eV. The calculation puts the HOMO energy (spin up / spin down) at -13.292 / -13.292 eV. The LUMO energy (spin up / spin down) comes out at -5.259 / -5.261 eV. The molar mass is 94.14 g/mol. The net charge is +1. The max |F| comes out at 0.074 Eh/bohr.

Record 3
# C20H33Cl2N4O3Sc

A molecular structure, C20H33Cl2N4O3Sc in a non-equilibrium geometry (ωB97M-V/def2-TZVPD, the Open Molecules 2025 dataset).

```
63
Properties=species:S:1:pos:R:3:forces:R:3:mulliken_charge:R:1
O 0.9238 -0.1125 -2.3317 -1.92 0.10 0.53 -0.553
C -0.2624 0.2933 -2.4274 0.07 -1.38 -2.33 -0.005
C -0.4277 1.6806 -2.9901 0.28 -0.41 0.47 0.420
C 0.2326 2.7136 -2.3500 0.70 1.01 -0.08 0.415
H 0.5897 2.5745 -1.3177 -0.17 0.00 -0.58 0.449
C 0.5013 3.9012 -3.0447 -0.49 -0.31 -0.25 -1.081
H 1.0769 4.6924 -2.5532 -0.30 -0.21 -0.26 0.431
C 0.0342 4.0449 -4.3686 -0.02 0.05 0.19 -0.485
H 0.2179 4.9823 -4.9217 -0.07 -0.63 0.32 0.346
C -0.6906 3.0074 -4.9754 -0.04 0.06 0.25 -0.561
H -1.0666 3.1127 -5.9943 0.15 0.06 0.26 0.380
C -0.9290 1.8132 -4.2829 0.34 0.44 0.20 -0.618
H -1.4254 0.9636 -4.7499 0.05 0.21 -0.01 0.367
H -1.0795 -0.4205 -2.8527 1.22 0.80 0.96 0.085
C -2.5973 -0.9734 -1.1639 -1.36 -0.64 0.20 -2.088
C -1.7670 0.1422 -0.6091 0.29 1.16 -3.60 1.798
H -3.3010 -0.5515 -1.8824 -0.33 -0.16 0.01 0.563
H -3.1656 -1.5385 -0.4436 -0.47 -0.21 0.57 0.408
H -2.1025 -1.7540 -1.7344 0.83 0.06 0.07 0.334
C -2.3685 1.3548 -0.6883 -0.02 0.40 1.26 -0.119
C -3.8018 1.5893 -0.3647 -0.93 -0.52 -1.07 -1.780
H -1.8666 2.3020 -0.9207 0.44 -0.42 0.83 0.433
H -4.2403 2.0648 -1.2460 -0.38 0.29 0.06 0.430
H -3.9685 2.2484 0.4991 0.41 -0.13 -0.25 0.310
H -4.3517 0.6536 -0.1988 0.16 0.27 0.12 0.361
Sc -0.8507 -0.1334 1.2298 1.62 0.55 -1.99 0.038
Cl 0.1057 2.1548 1.1447 -0.22 0.07 0.16 -0.439
Cl -2.7617 -0.2093 2.4831 -1.21 -0.17 0.75 -0.541
H 4.5772 1.4045 -1.9734 -0.06 0.12 -0.11 0.371
H 4.6885 1.7976 0.5275 -0.05 -0.03 0.02 0.355
C 3.4881 1.4615 -1.8423 0.43 -0.54 -0.04 -0.962
C 3.6100 1.6360 0.6386 -0.42 0.31 0.00 -0.966
N 3.1195 0.9472 -0.5386 0.31 -0.08 0.13 0.402
H 2.9813 0.8432 -2.5940 0.17 0.41 0.12 0.283
C 2.5045 -0.2434 -0.4248 -0.96 -0.26 0.54 -0.409
O 1.7491 -0.5533 0.5084 1.09 -0.14 -0.51 -0.421
H 3.4155 1.0200 1.5206 -0.06 0.20 -0.17 0.234
H 2.7441 -0.9706 -1.2269 -0.25 0.39 0.11 0.593
H 3.1743 2.5079 -1.9474 -0.06 -0.28 0.04 0.308
H 3.1168 2.6063 0.7545 0.03 -0.11 0.14 0.278
H -0.5006 -5.4651 1.3382 0.10 -0.10 0.17 0.342
H 1.3479 -5.7372 -0.5679 0.18 -0.13 0.25 0.343
C -1.0011 -4.8650 0.5834 -0.23 -0.27 0.19 -1.018
C 0.7432 -5.0324 -1.1265 0.28 -0.27 -0.29 -0.960
N -0.0302 -4.2031 -0.2474 0.10 0.40 -0.06 0.246
H -1.6493 -4.1498 1.0734 0.02 0.16 -0.04 0.280
C 0.1815 -2.9017 -0.1558 -1.17 1.38 1.38 0.469
O -0.4633 -2.1751 0.6526 0.55 -1.18 -0.79 -0.403
H 1.4008 -4.4430 -1.7522 0.07 0.24 -0.04 0.296
H 0.9259 -2.4593 -0.8097 0.13 0.05 -0.17 0.076
H -1.5925 -5.5324 -0.0347 -0.16 -0.09 -0.10 0.346
H 0.0991 -5.6168 -1.7713 -0.28 -0.06 -0.19 0.332
C 1.0949 -0.6896 6.2495 0.46 -0.26 -0.30 -0.790
N 0.0749 -0.0994 5.3912 -0.02 0.07 1.52 0.045
C -1.0282 0.6496 5.9940 -0.44 0.41 -0.43 -0.717
C 0.1871 -0.1468 4.1155 0.09 -0.22 -3.02 0.275
N 0.2270 -0.1808 2.9457 1.51 -0.40 4.33 -0.265
H 0.8088 -0.4867 7.2823 0.23 -0.14 -0.17 0.249
H 2.0783 -0.2637 6.0237 -0.14 0.07 0.24 0.330
H 1.1697 -1.7677 6.0699 -0.14 0.12 0.20 0.304
H -0.9632 1.7110 5.7181 0.06 -0.20 0.27 0.312
H -1.9855 0.2825 5.6059 0.17 -0.03 0.25 0.280
H -0.9522 0.5191 7.0755 -0.21 0.11 -0.26 0.263
```
Positions in Å, forces in eV/Å.

The calculation puts the frontier orbital gap at 6.939 eV. The calculation puts the HOMO energy at -6.635 eV. The LUMO energy comes out at 0.303 eV. The molar mass is 493.37 g/mol. The max |F| comes out at 0.090 Eh/bohr.

Record 4
# C23H63N9O10

7 unconnected molecules or ions with the total composition C23H63N9O10 in a non-equilibrium geometry (ωB97M-V/def2-TZVPD, the Open Molecules 2025 dataset).

```
105
Properties=species:S:1:pos:R:3:forces:R:3:mulliken_charge:R:1
C -0.6908 -29.7464 27.2490 -0.26 -0.23 0.26 -0.822
O -0.4474 -30.9060 26.4923 0.50 0.19 -0.89 -0.212
C -1.0342 -32.0825 26.9634 -0.77 -0.17 0.27 -0.898
C -0.8457 -33.1974 25.9616 0.52 0.83 -0.32 0.100
N -1.4515 -32.8172 24.6895 0.23 -0.63 -0.19 -0.454
C -1.1524 -33.7803 23.6127 0.39 0.72 -0.41 -0.529
C 0.2616 -33.5879 23.0456 0.03 -0.23 -0.48 0.132
O 0.4764 -32.3571 22.3706 -0.92 0.91 0.11 -0.481
C 1.1411 -31.3567 23.1477 0.58 -0.48 0.44 -0.124
H -0.5045 -29.9652 28.3052 -0.05 0.24 0.09 0.304
H -1.7169 -29.3902 27.1145 -0.10 -0.12 0.12 0.318
H -0.0305 -28.9490 26.9164 0.18 -0.17 -0.07 0.234
H -2.1269 -31.9897 27.0553 0.07 0.38 0.33 0.356
H -0.5858 -32.3412 27.9325 -0.17 -0.12 0.06 0.381
H -1.3618 -34.0784 26.3435 0.26 -0.18 -0.03 0.290
H 0.2412 -33.3326 25.8554 -0.05 -0.57 0.13 0.198
H -0.9581 -31.9896 24.3689 -0.49 0.36 0.29 0.197
H -1.8763 -33.5900 22.8165 0.05 -0.14 -0.09 0.413
H -1.2407 -34.8324 23.8965 -0.17 0.09 0.38 -0.086
H 0.4328 -34.3264 22.2589 0.06 -0.35 0.29 -0.081
H 1.0185 -33.7098 23.8240 0.06 -0.17 -0.03 0.307
H 0.8860 -31.4125 24.2097 0.17 -0.30 0.06 0.127
H 0.9246 -30.3149 22.9098 -0.39 -0.26 -0.82 0.268
H 2.2030 -31.5384 22.9953 0.21 0.37 0.39 -0.052
C 7.3350 -38.0795 23.7484 -0.96 1.09 -0.93 -0.788
O 6.5447 -37.1308 23.0073 -0.46 -0.20 0.69 -0.147
C 7.3130 -36.0888 22.4713 -0.21 0.88 -0.71 -0.878
C 6.4062 -35.1051 21.7460 -1.88 -1.24 -0.05 -0.473
N 5.4320 -34.4809 22.6493 -0.22 0.48 0.77 -0.405
C 4.7260 -33.3343 22.0507 1.66 -0.28 0.73 1.255
C 5.4485 -32.0309 22.4869 -0.46 0.31 -2.02 -0.877
O 4.4491 -31.0352 22.6181 0.17 -0.05 0.23 -0.220
C 4.8732 -29.7179 22.9506 -1.53 -0.43 0.66 -0.921
H 7.9184 -38.5972 22.9854 0.73 -0.11 0.54 0.322
H 6.6737 -38.7947 24.2312 -0.20 0.10 -0.06 0.155
H 7.8460 -37.4914 24.5099 0.68 -0.50 0.01 0.337
H 8.0007 -36.5113 21.7333 0.41 0.13 0.06 0.412
H 7.8264 -35.4483 23.1987 0.31 -0.63 0.47 0.363
H 5.7546 -35.6959 21.0830 0.71 0.01 -0.72 0.268
H 6.9543 -34.3632 21.1699 0.15 0.02 0.15 0.509
H 4.7322 -35.1648 22.9091 0.25 -0.19 0.14 0.068
H 3.6929 -33.2679 22.3893 -0.02 -0.21 0.09 -0.963
H 4.7905 -33.5102 20.9702 -0.39 0.65 -0.14 0.168
H 6.0354 -31.6926 21.6188 0.57 -0.19 0.31 0.367
H 6.1040 -32.1715 23.3473 -0.33 -0.06 0.24 0.412
H 4.1930 -29.0688 22.3948 0.51 0.28 -0.25 0.251
H 5.9265 -29.4824 22.8130 0.02 -0.19 -0.25 0.392
H 4.5687 -29.5792 23.9953 0.57 0.24 0.12 0.286
C -5.4365 -36.8428 24.7431 0.10 0.55 -0.65 -0.715
O -4.4588 -37.8427 24.9669 -0.13 0.15 -0.42 -0.424
C -3.3751 -37.6164 24.0818 0.55 -0.48 -0.06 0.073
C -2.3394 -38.7534 24.0967 0.21 0.19 0.47 0.288
N -2.3806 -39.6134 22.8998 0.44 0.39 0.92 -0.504
C -1.6134 -39.0140 21.7869 -1.72 0.18 0.93 0.238
C -1.6321 -39.9716 20.6418 1.49 -0.86 -0.75 -0.854
O -2.9171 -40.3334 20.2162 -0.69 0.22 0.20 -0.355
C -2.8915 -41.3994 19.2715 0.25 0.87 0.07 -0.723
H -6.0368 -37.0181 23.8439 -0.13 -0.52 0.09 0.290
H -4.9543 -35.8898 24.4940 0.11 0.15 0.46 0.257
H -6.0902 -36.7012 25.5972 0.10 -0.28 0.17 0.289
H -2.9318 -36.6464 24.3257 0.11 0.09 0.05 -0.114
H -3.6702 -37.5771 23.0269 -0.59 0.33 0.03 0.343
H -2.4246 -39.3415 25.0147 -0.43 -0.14 -0.10 0.330
H -1.3542 -38.2905 24.2136 0.13 -0.10 -0.40 -0.502
H -3.3592 -39.6117 22.6307 0.07 -0.48 -0.27 0.309
H -0.6060 -38.7908 22.1297 0.13 -0.27 -0.19 -0.171
H -2.1145 -38.0531 21.5909 0.42 0.09 -0.74 0.428
H -1.0789 -40.8797 20.9275 -0.16 0.02 0.41 0.388
H -1.0116 -39.6100 19.8043 -0.35 0.38 -0.08 0.427
H -1.9884 -41.2289 18.6804 -0.08 -0.58 -0.34 0.332
H -3.7690 -41.3129 18.6345 -0.03 0.07 0.01 0.234
H -2.9039 -42.3839 19.7412 0.25 0.01 0.15 0.266
N 0.5124 -35.8712 27.6470 0.25 1.41 0.80 -0.361
C 1.3850 -36.8182 27.2375 1.00 -0.90 -0.79 0.611
N 0.7680 -37.8937 26.6503 -0.60 -0.06 -0.08 -0.314
O 2.6042 -36.7154 27.2867 -0.84 0.26 0.11 -0.608
H 0.9286 -35.0172 27.9808 0.00 -0.13 0.10 0.181
H -0.4872 -35.8977 27.6522 -0.07 -0.42 -0.23 0.185
H 1.2904 -38.6203 26.2016 0.26 -0.03 0.27 0.157
H -0.2074 -38.0471 26.8299 -0.04 -0.19 -0.17 0.172
N 1.4725 -34.7811 17.9829 0.28 -0.11 0.69 -0.492
C 2.5359 -34.3868 18.7922 0.52 0.41 -1.57 0.638
N 2.1722 -33.6504 19.8669 0.53 -0.04 0.49 -0.080
O 3.6995 -34.5908 18.4547 -0.64 -0.11 0.72 -0.659
H 1.7654 -34.9732 17.0386 -0.14 0.00 0.01 0.264
H 0.6644 -34.1984 18.1052 -0.29 -0.08 -0.41 0.191
H 1.2268 -33.4718 20.1425 -0.10 0.08 0.09 0.129
H 2.9279 -33.2757 20.4196 -0.33 -0.05 0.02 0.119
N 4.6236 -42.2204 22.3492 0.01 0.95 1.63 -0.445
C 3.8131 -41.1624 22.1097 -2.00 0.54 -2.90 0.478
N 3.5962 -40.2255 23.0822 0.85 -0.77 -0.01 -0.322
O 3.2367 -41.0010 21.0191 0.70 -0.41 0.99 -0.666
H 5.2811 -41.9346 23.0640 0.55 -1.09 -0.37 0.215
H 4.8363 -42.8132 21.5709 0.36 0.07 -0.04 0.278
H 3.6787 -40.4962 24.0473 -0.26 0.36 0.07 0.258
H 2.9108 -39.5815 22.7325 -0.08 0.25 0.57 0.113
C 2.0649 -37.0406 21.6937 0.07 -0.77 0.48 -1.145
C 1.6495 -37.3400 23.1327 -0.98 0.95 -0.68 0.671
O 2.1696 -36.2382 23.8668 -0.50 -0.46 0.59 -0.249
H 1.5727 -36.1182 21.3941 -0.18 -0.10 -0.12 0.159
H 1.7820 -37.8720 21.0455 0.17 0.16 -0.25 0.550
H 3.1333 -36.8313 21.6366 0.09 -0.33 -0.05 0.281
H 1.8210 -38.3236 23.5829 0.98 0.10 -0.14 0.182
H 0.5472 -37.3597 23.1443 -0.02 0.55 0.08 -0.319
H 1.6129 -36.1438 24.6498 0.37 0.08 0.15 -0.081
```
Positions in Å, forces in eV/Å.

The calculation puts the frontier orbital gap at 8.504 eV. The calculation puts the HOMO energy at -8.241 eV. The LUMO energy comes out at 0.264 eV. The molar mass is 625.81 g/mol. The max |F| comes out at 0.069 Eh/bohr. As for the structure (SMILES): COCCNCCOC.COCCNCCOC.COCCNCCOC.NC(N)=O.NC(N)=O.NC(N)=O.CCO.

Record 5
# C3H7N2O

2 unconnected molecules or ions with the total composition C3H7N2O in a non-equilibrium geometry (ωB97M-V/def2-TZVPD, the Open Molecules 2025 dataset).

```
13
Properties=species:S:1:pos:R:3:forces:R:3:mulliken_charge:R:1
C -1.8448 -0.6291 0.2011 -0.21 -1.17 0.41 0.047
C 0.1356 0.2888 -0.1732 -0.23 -2.04 -3.82 0.000
C 1.4206 0.5309 0.4010 3.08 -1.29 0.35 -1.012
N -2.0267 0.6825 0.1435 3.53 -2.56 1.17 0.060
N -0.5798 -0.9723 0.1426 0.45 1.72 -0.69 -0.021
O -0.7705 1.2696 -0.0680 -1.60 1.23 0.70 -0.148
H -2.6598 -1.3367 0.3553 0.11 0.28 -0.21 0.400
H 0.3829 0.2840 -2.2758 -0.19 -0.25 2.08 0.129
H 1.2205 0.9677 1.3512 0.14 0.61 1.07 0.359
H 2.1777 1.1780 -0.1544 -1.34 -1.05 0.52 0.278
H 1.8525 -0.5110 0.6400 -0.17 1.72 -0.56 0.328
H -2.7612 1.0840 -0.3032 -2.72 1.89 -1.49 0.271
H -0.1339 -1.8972 -0.0277 -0.85 0.92 0.44 0.308
```
Positions in Å, forces in eV/Å.

The calculation puts the frontier orbital gap (spin up / spin down) at 7.726 / 8.656 eV. The calculation puts the HOMO energy (spin up / spin down) at -12.597 / -13.520 eV. The LUMO energy (spin up / spin down) comes out at -4.871 / -4.864 eV. The molar mass is 87.10 g/mol. The net charge is +1. The max |F| comes out at 0.088 Eh/bohr.

Record 6
# C2H4HgO2

A molecular structure, C2H4HgO2 in a non-equilibrium geometry (ωB97M-V/def2-TZVPD, the Open Molecules 2025 dataset).

```
9
Properties=species:S:1:pos:R:3:forces:R:3:mulliken_charge:R:1
C 0.1841 0.2437 -1.5488 0.10 0.48 -0.57 -0.770
C -0.8304 1.0366 -2.0238 -0.55 2.15 2.11 0.240
O -1.1067 1.2909 -3.3111 -1.75 4.83 1.82 -0.617
Hg -0.5213 -0.4746 -3.6111 1.32 -7.83 -4.44 0.525
H 1.0201 0.0607 -2.2796 0.57 0.36 1.50 0.254
H -1.5602 1.4645 -1.3142 0.44 0.08 -0.19 0.338
H 0.7730 0.0913 0.3172 1.26 -0.49 4.44 0.402
O 1.1079 -0.0615 1.4307 -1.33 0.19 -4.40 -0.681
H 1.2483 0.8123 1.8052 -0.06 0.23 -0.27 0.308
```
Positions in Å, forces in eV/Å.

The calculation puts the frontier orbital gap (spin up / spin down) at 6.246 / 7.399 eV. The calculation puts the HOMO energy (spin up / spin down) at -8.823 / -9.561 eV. The LUMO energy (spin up / spin down) comes out at -2.577 / -2.163 eV. The molar mass is 260.64 g/mol. The max |F| comes out at 0.177 Eh/bohr.

Question: Look up the max |F| of the third one.
Answer: 0.090 Eh/bohr

Question: Which of these has the lowest max |F|?
Answer: C23H63N9O10

Question: Among the records above, which one has the highest max |F|?
Answer: C2H4HgO2

Question: Look up the max |F| of the third one.
Answer: 0.090 Eh/bohr